Arrangement 1

This record from the Open Molecules 2025 dataset describes a structure of composition C5H13Cl2NSi. The level of theory is wB97M-V/def2-TZVPD.

Last column: Löwdin charge in e.
Positions of all 22 atoms, in Å:
C (-1.42, 2.60, 1.50)  -0.1215
C (0.27, -1.84, -1.89)  -0.1417
C (1.39, -2.10, 0.34)  -0.1398
C (-1.59, 1.09, 1.30)  -0.4358
C (1.33, -1.28, -0.94)  -0.5489
N (-1.33, 0.59, -0.03)  -0.0936
Si (0.99, 0.57, -0.59)  -0.0903
Cl (1.17, 1.69, -2.26)  0.3303
Cl (2.09, 1.35, 0.91)  0.3604
H (-2.06, 3.15, 0.80)  0.0673
H (-1.71, 2.88, 2.51)  0.0648
H (-0.39, 2.90, 1.33)  0.0322
H (-0.73, -1.68, -1.47)  0.0623
H (0.31, -1.36, -2.86)  0.0632
H (0.42, -2.91, -2.03)  0.0780
H (0.44, -2.08, 0.86)  0.0783
H (2.16, -1.71, 1.01)  0.0550
H (1.63, -3.14, 0.11)  0.0780
H (-0.94, 0.56, 2.00)  0.0871
H (-2.63, 0.82, 1.54)  0.1002
H (2.30, -1.36, -1.44)  0.1037
H (-1.72, 1.24, -0.71)  0.0106

Properties
Net charge = 0
Highest occupied orbital energy = -0.3102 hartree
Orbital gap = 0.33027 Eh

***

Arrangement 2

This record from the Open Molecules 2025 dataset describes a cluster of 2 separate species, C5H13Cl2NSi in total. The level of theory is wB97M-V/def2-TZVPD.

Last column: Löwdin charge in e.
Positions of all 22 atoms, in Å:
C (-0.78, -1.59, -0.45)  -0.1307
C (-0.63, -1.16, 2.05)  -0.1150
C (-1.86, 0.51, 0.57)  -0.1050
C (1.80, 1.91, -2.12)  -0.1238
C (-0.68, -0.52, 0.65)  -0.6849
N (0.98, 0.95, -1.35)  -0.1749
Si (0.95, 0.51, 0.30)  0.3777
Cl (2.55, -2.47, 0.25)  -0.4140
Cl (2.10, 1.43, 1.68)  0.4002
H (-0.91, -1.21, -1.55)  0.1183
H (0.18, -2.13, -0.31)  -0.0296
H (-1.57, -2.20, -0.20)  0.0500
H (0.20, -1.84, 2.19)  0.0477
H (-1.60, -1.66, 2.34)  0.1000
H (-0.47, -0.20, 2.81)  0.1200
H (-2.90, -0.06, 0.58)  0.1373
H (-1.76, 1.24, 1.36)  0.0619
H (-1.72, 1.08, -0.37)  0.0533
H (1.35, 2.21, -3.02)  0.0496
H (2.10, 2.86, -1.48)  0.1099
H (2.70, 1.33, -2.35)  0.0854
H (-0.03, 1.01, -1.58)  0.0665

Properties
Net charge = 0
Highest occupied orbital energy = -0.3054 hartree
Orbital gap = 0.28636 Eh

***

Q: Which of them is the most stable? A: arrangement 1.

***

Arrangement 1

This record from the Open Molecules 2025 dataset describes a cluster of 5 separate species, C3H15N2O2 in total. The level of theory is wB97M-V/def2-TZVPD.

Last column: Löwdin charge in e.
Positions of all 22 atoms, in Å:
C (-0.68, -1.33, -0.75)  -0.1628
C (-1.99, -1.31, -1.55)  -0.0571
C (-0.62, -1.93, -2.08)  -0.0924
N (-0.52, 1.11, -2.33)  0.2397
N (-2.22, 1.90, -0.51)  0.2302
H (-0.65, -1.97, 0.12)  0.1154
H (-0.20, -0.37, -0.60)  0.0824
H (-2.31, -0.49, -2.16)  0.0624
H (-2.86, -1.89, -1.27)  0.1055
H (-0.21, -1.32, -2.86)  0.0816
H (-0.46, -3.00, -2.12)  0.1205
H (-1.56, 1.63, -1.27)  -0.0571
H (0.14, 1.85, -2.03)  0.0755
H (-0.73, 1.34, -3.32)  0.0853
H (-3.10, 2.33, -0.80)  0.0850
H (-1.82, 2.44, 0.26)  0.0860
H (1.98, -1.26, 5.08)  0.0380
H (3.26, -0.70, 4.28)  0.0183
O (2.30, -0.65, 4.42)  -0.0879
H (3.29, 1.35, 3.12)  0.0292
H (4.84, 1.43, 3.14)  0.0388
O (4.09, 0.86, 3.21)  -0.0364

Properties
Net charge = +1
Highest occupied orbital energy = -0.4763 hartree
Orbital gap = 0.12626 Eh

***

Arrangement 2

This record from the Open Molecules 2025 dataset describes a cluster of 3 separate species, C3H15N2O2 in total. The level of theory is wB97M-V/def2-TZVPD.

Last column: Löwdin charge in e.
Positions of all 22 atoms, in Å:
N (-1.41, 1.57, 2.39)  0.0141
C (-1.26, 0.42, 1.56)  -0.2932
C (0.15, -0.14, 1.51)  -0.1350
N (0.37, -1.16, 0.47)  -0.0119
C (-0.41, -2.43, 0.65)  0.0257
H (-1.27, 2.43, 1.87)  0.0853
H (-1.02, 1.57, 3.32)  0.0859
H (1.33, -1.46, 0.36)  0.1776
H (-2.05, -0.33, 1.78)  0.1135
H (-1.63, 0.73, 0.57)  0.1292
H (0.86, 0.66, 1.30)  0.1277
H (0.41, -0.59, 2.47)  0.1407
H (0.17, -0.84, -0.49)  0.1221
H (-1.42, -2.13, 0.97)  0.0950
H (0.07, -3.06, 1.37)  0.1034
H (-0.60, -2.86, -0.33)  0.1116
H (1.63, 1.59, -5.57)  0.0439
H (2.53, 1.24, -4.40)  0.0450
O (1.66, 1.61, -4.60)  -0.0628
H (0.24, 0.97, -2.45)  0.0619
H (1.04, 1.48, -1.16)  0.0666
O (0.61, 0.73, -1.59)  -0.0464

Properties
Net charge = +1
Highest occupied orbital energy = -0.4736 hartree
Orbital gap = 0.36299 Eh

***

Q: Which of them is the most stable? A: arrangement 2.

***

Arrangement 1

This record from the Open Molecules 2025 dataset describes a cluster of 2 separate species, C5H9NS in total. The level of theory is wB97M-V/def2-TZVPD.

Last column: Löwdin charge in e.
Positions of all 16 atoms, in Å:
C (1.35, -0.46, 1.05)  -0.1646
C (1.28, 0.06, -0.32)  -0.9298
C (1.13, -0.94, -1.36)  -0.1510
S (1.30, 1.65, -0.59)  0.7212
H (2.40, -0.97, 1.21)  0.1307
H (0.44, -1.07, 1.34)  0.0811
H (1.41, 0.35, 1.77)  0.0510
H (0.57, -1.73, -0.84)  0.0687
H (2.09, -1.27, -1.77)  0.1044
H (0.54, -0.67, -2.15)  0.0444
C (-2.19, 1.31, 0.35)  -0.0698
C (-1.93, -0.10, 0.12)  -0.2869
N (-1.62, -1.18, 0.07)  0.1637
H (-1.22, 1.81, 0.51)  0.0364
H (-2.92, 1.55, 1.19)  0.1122
H (-2.64, 1.66, -0.60)  0.0883

Properties
Structure (SMILES) = CC(C)=S.CC#N
Net charge = 0
Highest occupied orbital energy = -0.3121 hartree
Orbital gap = 0.31388 Eh

***

Arrangement 2

This record from the Open Molecules 2025 dataset describes a cluster of 3 separate species, C5H9NS in total. The level of theory is wB97M-V/def2-TZVPD.

Last column: Löwdin charge in e.
Positions of all 16 atoms, in Å:
C (-2.13, -1.47, -0.12)  -0.1520
C (-2.06, 0.87, -0.02)  -0.2137
C (-0.63, 1.48, 0.02)  -0.1467
C (-0.03, 0.09, -0.26)  -0.4244
C (1.24, -0.16, 0.50)  -0.6511
H (-3.57, -0.90, -0.06)  0.1799
H (-2.04, -2.73, 0.78)  0.1634
H (-1.76, -1.46, -1.35)  0.1096
H (-3.03, 1.25, 0.39)  0.1070
H (-2.43, 0.72, -1.15)  0.1168
H (-0.52, 1.92, 1.11)  0.1559
H (-0.68, 2.32, -0.63)  0.0801
H (0.10, -0.18, -1.39)  0.1616
H (1.35, -0.29, 1.67)  0.0952
N (-1.25, -0.38, 0.35)  -0.2680
S (2.69, -0.17, -0.16)  0.6864

Properties
Net charge = 0
Highest occupied orbital energy = -0.3218 hartree
Orbital gap = 0.31402 Eh

***

Q: Which of them is the most stable? A: arrangement 1.